1.
The following is a quantum chemistry calculation of one molecule with the formula C4H11NS, from the OMol25 dataset.

Last columns: bonded neighbours and bond lengths (Å).
Element x y z (Å)
1 C 2.67 0.29 0.95  N2 1.463, H7 1.080, H8 1.087, H9 1.092
2 N 1.49 0.90 0.35  C1 1.463, C3 1.459, H10 1.016
3 C 0.41 -0.05 0.11  N2 1.459, C4 1.530, C6 1.517, H11 1.103
4 C -0.87 0.76 -0.12  C3 1.530, S5 1.818, H12 1.093, H13 1.087
5 S -2.39 -0.25 -0.15  C4 1.818, H14 1.337
6 C 0.73 -0.92 -1.09  C3 1.517, H15 1.079, H16 1.085, H17 1.091
7 H 3.15 -0.41 0.29  C1 1.080
8 H 3.39 1.09 1.14  C1 1.087
9 H 2.43 -0.24 1.88  C1 1.092
10 H 1.15 1.51 1.09  N2 1.016
11 H 0.23 -0.70 0.99  C3 1.103
12 H -0.95 1.51 0.68  C4 1.093
13 H -0.78 1.27 -1.07  C4 1.087
14 H -1.81 -1.41 0.18  S5 1.337
15 H 1.69 -1.39 -0.97  C6 1.079
16 H 0.01 -1.72 -1.20  C6 1.085
17 H 0.73 -0.29 -1.99  C6 1.091

Computed properties:
charge	0
M	105.21	g/mol
orbital gap	10.009	eV
energy above the lowest of the compared OMol25 structures with the same formula, charge and spin	35.8	kJ/mol
electronic energy	-611.92850	a.u.
strongest force on any atom	0.5	eV Å⁻¹

=====

2.
The following is a quantum chemistry calculation of one molecule with the formula C4H11NS, from the OMol25 dataset.

Last columns: bonded neighbours and bond lengths (Å).
Element x y z (Å)
1 C 0.58 -0.90 2.43  N2 1.468, H7 1.084, H8 1.093, H9 1.093
2 N -0.09 0.30 1.92  C1 1.468, C3 1.478, H10 1.010
3 C -0.24 0.36 0.45  N2 1.478, C4 1.498, C6 1.535, H11 1.132
4 C 0.70 -0.24 -0.56  C3 1.498, S5 1.815, H12 1.098, H13 1.097
5 S -0.11 -0.53 -2.16  C4 1.815, H14 1.340
6 C -0.91 1.70 0.13  C3 1.535, H15 1.095, H16 1.104, H17 1.085
7 H 0.19 -1.78 1.92  C1 1.084
8 H 0.40 -0.86 3.50  C1 1.093
9 H 1.67 -0.91 2.36  C1 1.093
10 H 0.26 1.16 2.31  N2 1.010
11 H -1.04 -0.43 0.31  C3 1.132
12 H 0.80 -1.29 -0.26  C4 1.098
13 H 1.57 0.41 -0.61  C4 1.097
14 H 0.85 -1.32 -2.66  S5 1.340
15 H -1.72 1.68 -0.61  C6 1.095
16 H -0.13 2.43 -0.16  C6 1.104
17 H -1.36 2.11 1.03  C6 1.085

Computed properties:
charge	0
M	105.21	g/mol
orbital gap	9.616	eV
energy above the lowest of the compared OMol25 structures with the same formula, charge and spin	121.1	kJ/mol
electronic energy	-611.89601	a.u.
strongest force on any atom	4.8	eV Å⁻¹

=====

3.
The following is a quantum chemistry calculation of a 2-piece molecular cluster, C4H11NS overall, from the OMol25 dataset.

Last columns: bonded neighbours and bond lengths (Å).
Element x y z (Å)
1 C 1.17 -0.31 0.55  N2 1.536, C6 1.579, H7 1.116, H8 1.167
2 N 2.46 -0.90 -0.06  C1 1.536, C3 1.522
3 C 2.54 -0.47 -1.52  N2 1.522, H9 1.124, H10 1.095, H11 1.128
4 C -3.74 -0.38 0.88  S5 1.880, H12 1.134, H13 1.188, H14 1.121
5 S -2.32 0.55 0.09  C4 1.880
6 C 0.84 1.22 0.35  C1 1.579, H15 1.153, H16 1.096, H17 1.107
7 H 1.06 -0.75 1.56  C1 1.116
8 H 0.33 -0.80 -0.10  C1 1.167
9 H 2.93 0.55 -1.77  C3 1.124
10 H 3.02 -1.27 -2.09  C3 1.095
11 H 1.50 -0.40 -1.96  C3 1.128
12 H -3.71 -1.46 0.55  C4 1.134
13 H -3.60 -0.31 2.06  C4 1.188
14 H -4.70 0.09 0.54  C4 1.121
15 H 0.05 1.25 -0.49  C6 1.153
16 H 1.73 1.82 0.10  C6 1.096
17 H 0.44 1.56 1.32  C6 1.107

Computed properties:
charge	0
M	105.21	g/mol
orbital gap	3.657	eV
energy above the lowest of the compared OMol25 structures with the same formula, charge and spin	650.4	kJ/mol
electronic energy	-611.69442	a.u.
strongest force on any atom	4.7	eV Å⁻¹

=====

4.
The following is a quantum chemistry calculation of one molecule with the formula C4H11NS, from the OMol25 dataset.

Last columns: bonded neighbours and bond lengths (Å).
Element x y z (Å)
1 C 1.32 -1.46 1.91  C2 1.517, H4 1.094, H5 1.087, H6 1.093
2 C 0.05 -0.67 1.62  C1 1.517, S3 1.836, H7 1.100, H8 1.094
3 S -0.80 -0.79 0.00  C2 1.836, C10 1.875
4 H 1.19 -2.54 1.82  C1 1.094
5 H 1.69 -1.30 2.92  C1 1.087
6 H 2.07 -1.15 1.17  C1 1.093
7 H 0.32 0.39 1.64  C2 1.100
8 H -0.59 -0.76 2.50  C2 1.094
9 C 1.14 1.02 -1.64  N11 1.484, H12 1.089, H13 1.085, H14 1.089
10 C -1.03 1.03 -0.42  S3 1.875, N11 1.445, H15 1.096, H16 1.083
11 N -0.21 1.62 -1.45  C9 1.484, C10 1.445, H17 1.007
12 H 1.58 0.81 -0.67  C9 1.089
13 H 1.69 1.79 -2.17  C9 1.085
14 H 1.06 0.04 -2.12  C9 1.089
15 H -0.70 1.47 0.52  C10 1.096
16 H -2.09 1.19 -0.58  C10 1.083
17 H -0.69 1.62 -2.33  N11 1.007

Computed properties:
charge	0
M	105.21	g/mol
orbital gap	9.508	eV
energy above the lowest of the compared OMol25 structures with the same formula, charge and spin	84.5	kJ/mol
electronic energy	-611.90993	a.u.
strongest force on any atom	1.7	eV Å⁻¹

=====

5.
The following is a quantum chemistry calculation of one molecule with the formula C4H11NS, from the OMol25 dataset.

Last columns: bonded neighbours and bond lengths (Å).
Element x y z (Å)
1 C 1.52 1.24 0.44  C2 1.547, H7 1.090, H8 1.090, H9 1.089
2 C 0.90 0.08 -0.37  C1 1.547, C3 1.518, N6 1.471, H10 1.099
3 C -0.12 -0.66 0.47  C2 1.518, C4 1.543, H11 1.088, H12 1.105
4 C -1.58 -0.39 0.08  C3 1.543, S5 1.845, H13 1.086, H14 1.106
5 S -2.75 -0.99 1.38  C4 1.845, H15 1.350
6 N 0.52 0.47 -1.74  C2 1.471, H16 1.008, H17 0.987
7 H 0.78 1.98 0.75  C1 1.090
8 H 2.01 0.71 1.26  C1 1.090
9 H 2.30 1.81 -0.07  C1 1.089
10 H 1.75 -0.59 -0.58  C2 1.099
11 H 0.13 -0.62 1.53  C3 1.088
12 H -0.11 -1.74 0.22  C3 1.105
13 H -1.63 -0.59 -0.99  C4 1.086
14 H -1.87 0.68 0.10  C4 1.106
15 H -2.19 -2.20 1.62  S5 1.350
16 H -0.24 1.13 -1.76  N6 1.008
17 H 0.58 -0.30 -2.35  N6 0.987

Computed properties:
charge	0
M	105.21	g/mol
orbital gap	9.824	eV
energy above the lowest of the compared OMol25 structures with the same formula, charge and spin	78.9	kJ/mol
electronic energy	-611.91205	a.u.
strongest force on any atom	2.3	eV Å⁻¹

=====

6.
The following is a quantum chemistry calculation of one molecule with the formula C4H11NS2, from the OMol25 dataset.

Last columns: bonded neighbours and bond lengths (Å).
Element x y z (Å)
1 C -1.37 0.34 -1.65  C4 1.515, H8 1.118, H9 1.073, H10 1.102
2 C -1.47 -0.35 0.76  C4 1.456, H11 1.089, H12 1.067, H13 1.053
3 C 2.48 -0.74 0.92  S7 1.849, H14 1.076, H15 1.083, H16 1.046
4 C -0.69 -0.31 -0.47  C1 1.515, C2 1.456, N5 1.446, H17 1.195
5 N 0.51 0.41 -0.10  C4 1.446, S6 1.722, S7 1.773
6 S 0.35 2.13 -0.03  N5 1.722, H18 1.429
7 S 2.01 -0.22 -0.79  C3 1.849, N5 1.773
8 H -1.60 1.43 -1.55  C1 1.118
9 H -0.74 0.31 -2.52  C1 1.073
10 H -2.33 -0.17 -1.83  C1 1.102
11 H -1.83 0.60 1.15  C2 1.089
12 H -1.12 -0.99 1.54  C2 1.067
13 H -2.39 -0.79 0.50  C2 1.053
14 H 3.04 -1.65 1.04  C3 1.076
15 H 1.45 -0.94 1.16  C3 1.083
16 H 2.89 0.10 1.39  C3 1.046
17 H -0.33 -1.43 -0.66  C4 1.195
18 H 1.15 2.29 1.14  S6 1.429

Computed properties:
charge	0
M	137.27	g/mol
orbital gap	9.043	eV
energy above the lowest of the compared OMol25 structures with the same formula, charge and spin	230.1	kJ/mol
electronic energy	-1010.05074	a.u.
strongest force on any atom	2.7	eV Å⁻¹

=====

7.
The following is a quantum chemistry calculation of one molecule with the formula C4H11NS2, from the OMol25 dataset.

Last columns: bonded neighbours and bond lengths (Å).
Element x y z (Å)
1 S -3.67 0.46 0.34  S2 2.066, H8 1.308
2 S -1.90 -0.55 0.68  S1 2.066, C3 1.790
3 C -1.29 -0.62 -1.00  S2 1.790, C4 1.549, H9 1.091, H10 1.078
4 C -0.30 0.54 -1.28  C3 1.549, C5 1.477, H11 1.108, H12 1.094
5 C 0.75 0.67 -0.24  C4 1.477, N6 1.506, H13 1.112, H14 1.169
6 N 1.31 -0.69 0.08  C5 1.506, C7 1.573, H15 1.048
7 C 2.26 -0.59 1.33  N6 1.573, H16 1.072, H17 1.194, H18 1.125
8 H -3.69 1.59 1.02  S1 1.308
9 H -2.02 -0.71 -1.80  C3 1.091
10 H -0.80 -1.58 -1.05  C3 1.078
11 H -0.85 1.50 -1.24  C4 1.108
12 H 0.12 0.29 -2.26  C4 1.094
13 H 1.61 1.30 -0.56  C5 1.112
14 H 0.33 1.25 0.68  C5 1.169
15 H 0.66 -1.44 0.39  N6 1.048
16 H 2.41 -1.55 1.78  C7 1.072
17 H 1.84 0.24 2.09  C7 1.194
18 H 3.24 -0.12 1.03  C7 1.125

Computed properties:
charge	0
M	137.27	g/mol
orbital gap	9.196	eV
energy above the lowest of the compared OMol25 structures with the same formula, charge and spin	141.9	kJ/mol
electronic energy	-1010.08433	a.u.
strongest force on any atom	3.7	eV Å⁻¹

=====

8.
The following is a quantum chemistry calculation of one molecule with the formula C4H11NS2, from the OMol25 dataset.

Last columns: bonded neighbours and bond lengths (Å).
Element x y z (Å)
1 N 1.36 1.15 -1.84  C2 1.470, H8 1.002, H9 1.003
2 C 1.57 -0.26 -1.48  N1 1.470, C3 1.539, H10 1.104, H11 1.089
3 C 2.15 -0.36 -0.06  C2 1.539, S4 1.835, H12 1.088, H13 1.141
4 S 0.84 -0.67 1.19  C3 1.835, S5 2.020
5 S -0.29 1.00 1.07  S4 2.020, C6 1.840
6 C -1.98 0.38 0.67  S5 1.840, C7 1.543, H14 1.109, H15 1.082
7 C -2.56 -0.62 1.69  C6 1.543, H16 1.097, H17 1.110, H18 1.079
8 H 1.37 1.69 -1.00  N1 1.002
9 H 1.86 1.48 -2.65  N1 1.003
10 H 2.28 -0.82 -2.11  C2 1.104
11 H 0.60 -0.77 -1.49  C2 1.089
12 H 2.81 0.50 0.06  C3 1.088
13 H 2.77 -1.30 0.10  C3 1.141
14 H -1.76 -0.14 -0.29  C6 1.109
15 H -2.65 1.19 0.43  C6 1.082
16 H -2.40 -0.31 2.73  C7 1.097
17 H -3.64 -0.47 1.48  C7 1.110
18 H -2.31 -1.65 1.49  C7 1.079

Computed properties:
charge	0
M	137.27	g/mol
orbital gap	8.919	eV
energy above the lowest of the compared OMol25 structures with the same formula, charge and spin	85.7	kJ/mol
electronic energy	-1010.10574	a.u.
strongest force on any atom	2.5	eV Å⁻¹

=====

9.
The following is a quantum chemistry calculation of one molecule with the formula C4H11NS2, from the OMol25 dataset.

Last columns: bonded neighbours and bond lengths (Å).
Element x y z (Å)
1 N 3.74 0.78 -0.41  C2 1.492, H8 1.017, H9 1.014
2 C 2.74 0.60 0.68  N1 1.492, C3 1.514, H10 1.094, H11 1.089
3 C 1.38 1.01 0.17  C2 1.514, S4 1.818, H12 1.089, H13 1.088
4 S 0.44 -0.25 -0.74  C3 1.818, S5 1.981
5 S -1.13 -0.97 0.22  S4 1.981, C6 1.805
6 C -2.44 0.28 0.24  S5 1.805, C7 1.524, H14 1.084, H15 1.094
7 C -3.80 -0.38 0.02  C6 1.524, H16 1.084, H17 1.091, H18 1.086
8 H 3.24 0.61 -1.27  N1 1.017
9 H 4.40 0.01 -0.39  N1 1.014
10 H 3.02 1.27 1.51  C2 1.094
11 H 2.84 -0.40 1.10  C2 1.089
12 H 1.50 1.90 -0.45  C3 1.089
13 H 0.77 1.34 1.01  C3 1.088
14 H -2.32 1.16 -0.38  C6 1.084
15 H -2.41 0.75 1.22  C6 1.094
16 H -4.52 0.34 -0.35  C7 1.084
17 H -3.81 -1.18 -0.72  C7 1.091
18 H -4.18 -0.80 0.95  C7 1.086

Computed properties:
charge	0
M	137.27	g/mol
orbital gap	9.365	eV
energy above the lowest of the compared OMol25 structures with the same formula, charge and spin	69.0	kJ/mol
electronic energy	-1010.11208	a.u.
strongest force on any atom	1.9	eV Å⁻¹

=====

10.
The following is a quantum chemistry calculation of one molecule with the formula C4H11NS2, from the OMol25 dataset.

Last columns: bonded neighbours and bond lengths (Å).
Element x y z (Å)
1 S 3.23 0.34 -3.10  S2 2.062, H8 1.344
2 S 1.92 -0.59 -1.81  S1 2.062, C3 1.854
3 C 1.62 0.82 -0.65  S2 1.854, C4 1.508, H9 1.088, H10 1.081
4 C 0.17 0.97 -0.26  C3 1.508, N5 1.459, H11 1.094, H12 1.100
5 N -0.32 -0.21 0.44  C4 1.459, C6 1.459, H13 1.023
6 C -1.68 -0.08 0.95  N5 1.459, C7 1.516, H14 1.107, H15 1.087
7 C -2.13 -1.33 1.68  C6 1.516, H16 1.091, H17 1.089, H18 1.076
8 H 4.40 -0.22 -2.74  S1 1.344
9 H 2.17 0.47 0.22  C3 1.088
10 H 1.99 1.72 -1.12  C3 1.081
11 H 0.09 1.78 0.48  C4 1.094
12 H -0.42 1.20 -1.15  C4 1.100
13 H -0.27 -1.00 -0.20  N5 1.023
14 H -2.34 0.09 0.08  C6 1.107
15 H -1.71 0.81 1.57  C6 1.087
16 H -1.49 -1.45 2.56  C7 1.091
17 H -3.13 -1.14 2.05  C7 1.089
18 H -2.11 -2.18 1.02  C7 1.076

Computed properties:
charge	0
M	137.27	g/mol
orbital gap	9.434	eV
energy above the lowest of the compared OMol25 structures with the same formula, charge and spin	51.3	kJ/mol
electronic energy	-1010.11886	a.u.
strongest force on any atom	1.4	eV Å⁻¹